A structure of composition C30H58F3MgNO25, computed with ωB97M-V/def2-TZVPD.

Geometry as ORCA input:
```
! wB97M-V def2-TZVPD RIJCOSX def2/J DEFGRID3
* xyz 0 1
Mg 2.6604 -12.4754 -3.5650
N 6.7874 -10.9440 -1.9438
O 7.2470 -10.0469 -2.5679
O 7.2440 -11.2975 -0.8443
O 5.7318 -11.4290 -2.3340
C 1.2074 -9.0692 0.1465
O 2.4635 -9.1693 0.8149
O 1.4217 -10.0414 -0.8601
C -0.0391 -9.1337 1.0699
F -0.2046 -8.0189 1.7254
F -1.1461 -9.1407 0.3401
F 0.0298 -10.1606 1.9687
C 2.8756 -8.0624 1.6186
C 4.3763 -8.0892 1.8230
H 4.5946 -7.2489 2.4820
H 4.7596 -9.0684 2.1101
H 4.8961 -7.8341 0.8995
H 2.4011 -8.0580 2.5998
H 2.7245 -7.0761 1.1796
H 1.1575 -8.0615 -0.2660
C 10.8627 -11.2433 -9.5788
C 10.0966 -10.0653 -9.1640
C 9.5406 -10.4607 -7.8097
O 9.7997 -11.8359 -7.6295
C 10.1034 -12.3990 -8.8778
H 11.8499 -11.1480 -9.1266
H 10.9192 -11.3157 -10.6649
H 9.3490 -9.7852 -9.9061
H 10.6954 -9.1546 -9.1504
H 8.4605 -10.3514 -7.7122
H 10.0789 -9.9566 -7.0071
H 9.2076 -12.6861 -9.4284
H 10.7538 -13.2714 -8.9422
C 8.1507 -3.5771 -3.3128
C 8.0842 -2.1985 -3.9895
C 9.1354 -2.3980 -5.0584
O 8.9138 -3.7273 -5.5198
C 8.5433 -4.5538 -4.4247
H 7.1722 -3.8400 -2.9108
H 8.8120 -3.6716 -2.4515
H 8.3663 -1.3935 -3.3109
H 7.0799 -2.0516 -4.3867
H 10.1396 -2.2957 -4.6472
H 9.1283 -1.6574 -5.8582
H 9.4659 -5.0577 -4.1366
H 7.7156 -5.1875 -4.7432
C 11.9748 -7.1321 0.1045
O 13.0254 -6.2248 -0.2947
C 14.2166 -6.0333 0.3382
O 14.4509 -6.4684 1.4631
O 15.0075 -5.3360 -0.5145
C 16.3380 -4.9935 -0.0711
H 11.1507 -6.8765 -0.5615
H 11.6280 -7.0272 1.1326
H 12.2231 -8.1844 -0.0333
H 16.5299 -5.4133 0.9164
H 16.5371 -3.9242 -0.0002
H 17.0127 -5.3945 -0.8274
C 5.3864 -20.4144 1.6913
O 5.7482 -19.2573 2.3865
C 6.5506 -18.2892 1.9270
O 7.2135 -18.3808 0.8816
O 6.5110 -17.2712 2.8486
C 7.2508 -16.1465 2.5671
H 4.9006 -21.1618 2.3185
H 6.3063 -20.8355 1.2857
H 4.7147 -20.2521 0.8484
H 7.0417 -15.4046 3.3377
H 6.8836 -15.6937 1.6461
H 8.3214 -16.3296 2.4753
C 15.3341 -11.5366 -0.1480
O 14.2128 -11.9823 -0.9137
C 13.5175 -13.1243 -0.5217
O 13.8530 -13.8304 0.4593
O 12.4577 -13.3510 -1.3630
C 12.2080 -12.4779 -2.4869
H 16.0383 -12.3684 -0.1297
H 15.0816 -11.3602 0.8976
H 15.7144 -10.5785 -0.5020
H 12.8731 -12.7303 -3.3127
H 12.2196 -11.4180 -2.2328
H 11.1632 -12.6805 -2.7223
C 2.7823 -14.2027 1.3650
O 2.2206 -15.5286 0.9216
C 2.2811 -15.9466 -0.3137
O 2.4994 -15.2671 -1.3152
O 1.8152 -17.2218 -0.3564
C 1.8020 -18.0213 -1.5324
H 3.2148 -14.2668 2.3634
H 1.9969 -13.4823 1.5936
H 3.6069 -13.9160 0.7124
H 1.4896 -19.0308 -1.2652
H 2.7838 -18.0892 -2.0009
H 1.1297 -17.6564 -2.3089
C 4.2009 -15.0053 -8.5498
O 4.9675 -15.8349 -7.6435
C 5.0830 -15.6093 -6.2969
O 4.4911 -14.7244 -5.6518
O 6.0530 -16.4318 -5.8374
C 6.4810 -16.3988 -4.5272
H 4.1341 -15.5571 -9.4875
H 4.8426 -14.1457 -8.7430
H 3.2081 -14.7313 -8.1929
H 7.2369 -15.6145 -4.4856
H 6.7374 -17.3760 -4.1181
H 5.7212 -16.0530 -3.8264
C 3.2922 -7.1701 -5.5864
O 3.7549 -7.7408 -6.8205
C 3.5074 -9.0358 -7.1521
O 3.0696 -9.8927 -6.3915
O 3.8262 -9.3156 -8.4095
C 4.3261 -8.2902 -9.3068
H 4.0310 -6.4099 -5.3328
H 3.3855 -7.8658 -4.7526
H 2.2940 -6.7399 -5.6677
H 3.5222 -7.6133 -9.5958
H 4.7301 -8.7802 -10.1927
H 5.1625 -7.6850 -8.9571
*
```

- Kohn-Sham gap (Ha) = 0.110
- LUMO level (eV) = -4.801
- calculated total energy (eV) = -98310.159